1.
Density functional theory data (ωB97M-V with the def2-TZVPD basis set) for a molecular structure, F2HO2PPt.

Geometry (Å):
1 H -0.18 1.12 -1.33
2 P 0.48 -0.30 0.00
3 F 1.54 -0.13 1.12
4 F 0.40 -1.81 -0.32
5 O 0.73 0.49 -1.31
6 O -0.87 0.31 0.39
7 Pt -2.10 0.32 1.46

Values from the calculation:
⟨S²⟩: 2.0025
Charge: +2
Multiplicity: 3
LUMO energy (alpha / beta): -0.4473 / -0.5438 Ha
Max |F|: 0.2593 hartree/bohr


2.
Density functional theory data (ωB97M-V with the def2-TZVPD basis set) for a single C6H10N2 molecule.

Geometry (Å):
1 C -2.07 0.02 0.75
2 C -1.22 -0.01 -0.50
3 C -0.34 -1.31 -0.54
4 C 1.18 0.06 0.99
5 C 0.89 1.08 -0.06
6 C 1.75 -0.07 -0.34
7 H -2.71 -0.89 0.77
8 H -2.76 0.86 0.67
9 H -1.87 -0.05 -1.39
10 H -0.06 -1.64 -1.56
11 H -0.96 -2.10 -0.02
12 H 1.67 0.10 1.95
13 H -1.39 0.05 1.59
14 H 1.45 2.05 0.14
15 H -0.92 2.00 -0.18
16 H 2.74 -0.20 -0.70
17 N 0.92 -1.11 0.21
18 N -0.40 1.28 -0.64

Values from the calculation:
Energy relative to the best compared isomer or geometry (same formula, charge and spin): 323.3 kJ/mol
SMILES: C[C@@H]1CN2[C@@H]3[C@H](N1)[C@@H]32
Multiplicity: 1
LUMO energy: 0.0411 Ha
Max |F|: 0.0508 hartree/bohr


3.
Density functional theory data (ωB97M-V with the def2-TZVPD basis set) for a gas-phase ion, C5H10N3O2S (charge +1).

Geometry (Å):
1 C 0.31 0.85 -1.02
2 C -0.89 -1.18 -1.36
3 C 0.71 -0.35 -0.03
4 C -0.13 -2.42 0.75
5 C 0.59 3.44 0.65
6 N -0.04 -1.34 -0.17
7 N -0.72 0.25 -1.77
8 N 1.40 1.45 -1.81
9 O 2.34 1.84 -1.20
10 O 1.33 1.33 -3.00
11 S -0.42 2.05 0.34
12 H -0.58 -1.96 -2.12
13 H -1.92 -1.37 -1.29
14 H 1.51 -0.26 0.66
15 H 0.76 -2.64 1.50
16 H -1.01 -2.65 1.30
17 H -0.08 -3.40 0.16
18 H 0.02 4.10 1.18
19 H 0.94 4.03 -0.19
20 H 1.45 3.16 1.16
21 H -0.65 0.34 -2.80

Values from the calculation:
⟨S²⟩: 2.0090
Energy relative to the best compared isomer or geometry (same formula, charge and spin): 430.0 kJ/mol
Charge: +1
Multiplicity: 3
LUMO energy (alpha / beta): -0.1572 / -0.2885 Ha
Max |F|: 0.1555 hartree/bohr


4.
Density functional theory data (ωB97M-V with the def2-TZVPD basis set) for a single C3H6N2S molecule.

Geometry (Å):
1 C -2.61 1.00 -0.02
2 C -2.34 -0.46 0.04
3 C 1.25 -0.59 -0.07
4 H -2.25 1.45 0.95
5 H -3.68 1.04 0.11
6 H -2.28 1.50 -0.90
7 H -3.17 -1.12 0.10
8 H -0.23 0.85 -0.15
9 H 1.32 -1.67 -0.12
10 N -1.16 -0.98 0.08
11 N -0.03 -0.11 -0.17
12 S 2.55 0.37 0.06

Values from the calculation:
Energy relative to the best compared isomer or geometry (same formula, charge and spin): 195.8 kJ/mol
SMILES: C/C=N\NC=S
Multiplicity: 1
LUMO energy: 0.0118 Ha
Max |F|: 0.0673 hartree/bohr


5.
Density functional theory data (ωB97M-V with the def2-TZVPD basis set) for a gas-phase ion, CHN6 (charge -1).

Geometry (Å):
1 C -0.02 0.51 0.04
2 N 1.04 1.15 -0.07
3 N 1.12 -1.50 -0.01
4 N 2.29 0.44 -0.11
5 N 2.05 -0.78 -0.06
6 N -2.26 0.07 0.53
7 N -1.20 0.26 -0.18
8 H -3.03 -0.15 -0.13

Values from the calculation:
Energy relative to the best compared isomer or geometry (same formula, charge and spin): 354.8 kJ/mol
Charge: -1
Multiplicity: 1
LUMO energy (alpha / beta): 0.1548 / 0.1529 Ha
Max |F|: 0.0581 hartree/bohr


6.
Density functional theory data (ωB97M-V with the def2-TZVPD basis set) for a single C3H7NO molecule.

Geometry (Å):
1 C -1.84 -0.16 -0.34
2 C 1.33 -0.82 -0.46
3 C 0.36 0.16 0.27
4 N -3.05 -0.20 -0.11
5 O -0.99 -0.24 0.69
6 H -1.22 -0.08 -1.28
7 H 1.82 -1.56 0.20
8 H 0.75 -1.48 -1.17
9 H 2.21 -0.29 -0.91
10 H 0.26 1.08 -0.49
11 H 0.79 0.51 1.28
12 H -3.79 -0.27 -0.82

Values from the calculation:
Energy relative to the best compared isomer or geometry (same formula, charge and spin): 210.9 kJ/mol
SMILES: [H]/N=C/OCC
Multiplicity: 1
LUMO energy: 0.0363 Ha
Max |F|: 0.0527 hartree/bohr


no.,DFT total energy (Ha)
1,-810.59824
2,-344.01357
3,-908.90757
4,-625.54740
5,-367.09627
6,-248.44617